# 1
Below is an isolated molecule of C6H8O3, with properties calculated with the ωB97M-V functional and the def2-TZVPD basis.

Structure (XYZ):
```
17
C6H8O3 (the ωB97M-V functional and the def2-TZVPD basis)
H -1.954 0.513 1.773
H 0.797 -0.324 -2.965
H 1.452 1.624 1.864
H 1.123 -1.921 -1.298
C 1.359 0.603 1.447
H -2.262 0.067 -1.714
C 0.189 0.157 -2.214
O 0.496 -1.595 -0.638
C 0.046 -0.364 -0.990
C 0.149 -0.064 2.001
H 2.265 0.041 1.643
C -1.103 0.152 1.212
H -0.256 1.100 -2.480
O -2.393 0.167 -0.760
C -1.231 0.030 -0.105
H 1.167 0.598 0.247
O 0.156 -0.784 2.977
```

* E_HOMO: -0.340 Ha
* energy above the lowest of the compared OMol25 structures with the same formula, charge and spin: 221.0 kJ/mol
* SMILES: C=C(O)/C(O)=C\C(C)=O
* Kohn-Sham gap: 9.684 eV

natural (NBO) atomic charge list, values in e, 8 entries:
1 H 0.24
2 H 0.21
3 H 0.24
4 H 0.48
5 C -0.70
6 H 0.50
7 C -0.54
8 O -0.67



# 2
Below is a structure of composition C13H8F5N5O2RhS3, with properties calculated with the ωB97M-V functional and the def2-TZVPD basis.

Structure (XYZ):
```
37
C13H8F5N5O2RhS3 (the ωB97M-V functional and the def2-TZVPD basis)
H 3.519 -2.945 -0.299
Rh -0.348 0.769 -0.782
N 3.577 0.853 -0.718
N 3.470 -0.474 -0.319
C 2.501 -1.254 -0.843
F -3.077 -3.233 -2.968
C -1.521 3.622 -0.224
C -2.394 4.639 0.278
C -1.970 -1.518 -1.746
H 2.048 -0.077 2.933
C -0.278 3.919 -0.679
C 1.250 -0.774 2.668
H 1.595 -1.804 2.744
H 1.906 -3.174 -0.867
H 4.536 1.157 -0.637
S 0.804 2.719 -1.307
F -1.534 -1.037 -2.935
H 2.952 1.481 -0.222
C -1.601 -0.874 -0.575
C 0.328 0.648 1.032
H 3.759 -0.719 0.621
C -3.262 -3.172 -0.621
S 1.256 -0.779 -1.863
F -3.450 -3.046 1.719
C -2.955 -2.550 0.572
F -4.040 -4.266 -0.638
F -1.952 -0.852 1.778
C -2.768 -2.645 -1.800
O 0.840 -0.601 1.315
N 0.608 6.347 -0.683
H 0.413 -0.612 3.347
S -2.150 1.998 -0.233
N 2.610 -2.559 -0.498
N -3.108 5.440 0.695
C -2.150 -1.421 0.571
C 0.198 5.272 -0.669
O 0.388 1.520 1.854
```

* total charge: -1
* E_HOMO: -0.171 Ha
* energy above the lowest of the compared OMol25 structures with the same formula, charge and spin: 0.0 kJ/mol
* Kohn-Sham gap: 6.730 eV

natural (NBO) atomic charge list, values in e, 8 entries:
1 H 0.38
2 Rh 0.32
3 N -0.64
4 N -0.45
5 C 0.34
6 F -0.31
7 C -0.31
8 C 0.28



# 3
Below is a cluster of 2 separate species, C2H5NO2 in total, with properties calculated with the ωB97M-V functional and the def2-TZVPD basis.

Structure (XYZ):
```
10
C2H5NO2 (the ωB97M-V functional and the def2-TZVPD basis)
N 2.187 0.635 1.673
C 0.860 1.158 1.780
O -2.303 -0.496 -2.484
H -0.174 0.967 1.990
O -1.370 -1.627 -0.752
H -0.328 -0.540 -2.353
H -1.483 -2.630 -0.966
H 2.634 1.311 1.085
H 1.296 2.122 1.947
C -1.319 -0.901 -1.920
```

* total charge: -1
* E_HOMO (spin up / spin down): 0.016 / -0.062 Ha
* energy above the lowest of the compared OMol25 structures with the same formula, charge and spin: 420.3 kJ/mol
* Kohn-Sham gap (spin up / spin down): 2.733 / 4.715 eV
* multiplicity: 2

natural (NBO) atomic charge list, values in e, 8 entries:
1 N -0.94
2 C -0.55
3 O -0.56
4 H 0.15
5 O -0.72
6 H 0.12
7 H 0.49
8 H 0.28



# 4
Below is a structure of composition C12H30N2O4Tl, with properties calculated with the ωB97M-V functional and the def2-TZVPD basis.

Structure (XYZ):
```
49
C12H30N2O4Tl (the ωB97M-V functional and the def2-TZVPD basis)
C -35.205 5.114 25.781
H -29.339 8.842 25.523
N -29.247 5.737 28.490
C -29.774 6.967 29.115
H -32.821 8.797 26.733
H -29.106 7.390 29.865
H -34.952 3.480 23.529
Tl -31.465 5.063 26.339
H -30.371 1.342 26.660
H -34.419 2.692 24.982
O -33.720 7.020 26.482
H -36.078 4.983 25.141
O -30.620 7.860 26.916
O -29.832 3.009 27.857
H -34.283 5.415 24.080
H -28.787 2.651 29.689
H -28.300 5.787 28.142
H -28.751 8.148 27.645
N -34.097 4.823 24.877
C -29.152 4.726 29.538
C -33.776 8.342 26.996
H -32.771 3.450 22.444
C -29.769 8.105 28.030
H -28.499 4.746 30.410
C -29.752 1.673 27.493
C -32.917 2.989 23.420
H -28.727 1.406 27.234
H -35.673 6.684 27.224
H -29.908 8.987 28.656
H -31.070 8.536 25.012
C -30.566 2.605 23.566
O -31.762 3.086 24.233
H -34.551 8.948 26.526
H -30.703 1.531 23.440
C -35.084 6.576 26.313
H -30.144 4.702 29.989
C -34.151 3.472 24.269
H -30.762 6.966 29.574
H -30.331 3.193 22.679
H -27.793 3.238 28.384
C -30.388 8.808 25.818
H -30.574 9.859 26.042
H -30.084 0.952 28.240
C -28.796 3.292 28.808
H -33.884 8.371 28.081
H -33.032 1.954 23.099
H -29.699 2.596 24.227
H -35.757 7.182 25.706
H -35.271 4.316 26.521
```

* total charge: +4
* E_HOMO (spin up / spin down): -0.808 / -0.804 Ha
* energy above the lowest of the compared OMol25 structures with the same formula, charge and spin: 14.5 kJ/mol
* Kohn-Sham gap (spin up / spin down): 4.494 / 4.322 eV
* multiplicity: 2

natural (NBO) atomic charge list, values in e, 8 entries:
1 C -0.27
2 H 0.23
3 N -0.20
4 C -0.31
5 H 0.27
6 H 0.31
7 H 0.25
8 Tl 0.90



# 5
Below is a structure of composition CH3BrHfNO2, with properties calculated with the ωB97M-V functional and the def2-TZVPD basis.

Structure (XYZ):
```
9
CH3BrHfNO2 (the ωB97M-V functional and the def2-TZVPD basis)
C -0.021 -0.391 -0.408
N 1.271 -1.073 0.049
H -0.194 0.474 0.232
O 2.339 -0.489 -0.154
Br -1.303 1.581 0.531
H 0.026 -0.140 -1.468
O 1.029 -2.219 0.453
Hf -2.247 3.279 1.052
H -0.901 -1.023 -0.287
```

* total charge: +3
* E_HOMO: -0.811 Ha
* energy above the lowest of the compared OMol25 structures with the same formula, charge and spin: 279.5 kJ/mol
* Kohn-Sham gap: 3.235 eV

Löwdin atomic charge list, values in e, 8 entries:
1 C -0.01
2 N -0.29
3 H -0.21
4 O 0.24
5 Br 0.99
6 H 0.15
7 O 0.28
8 Hf 1.70



# 6
Below is an isolated molecule of C5H12O, with properties calculated with the ωB97M-V functional and the def2-TZVPD basis.

Structure (XYZ):
```
18
C5H12O (the ωB97M-V functional and the def2-TZVPD basis)
H -0.715 -0.879 -1.173
H 1.023 2.603 -0.831
H 1.301 -0.821 0.762
C 0.095 0.828 0.048
C 0.336 -0.356 0.995
C -0.255 0.127 -1.282
H -1.805 -2.479 -0.608
H 0.683 -0.135 -1.783
H -0.770 1.401 0.430
H -1.756 -0.748 0.818
H 2.179 1.338 -0.427
H 0.413 -0.045 2.059
H -0.890 0.728 -1.930
H -0.864 -2.062 1.659
O -0.884 -2.319 -0.328
C -0.851 -1.373 0.830
H 1.499 2.359 0.849
C 1.260 1.832 -0.086
```

* E_HOMO: -0.357 Ha
* energy above the lowest of the compared OMol25 structures with the same formula, charge and spin: 130.1 kJ/mol
* SMILES: CC(C)CCO
* Kohn-Sham gap: 10.666 eV

natural (NBO) atomic charge list, values in e, 8 entries:
1 H 0.26
2 H 0.21
3 H 0.21
4 C -0.21
5 C -0.42
6 C -0.66
7 H 0.48
8 H 0.20



# 7
Below is a cluster of 10 separate species, C6H33NO9 in total, with properties calculated with the ωB97M-V functional and the def2-TZVPD basis.

Structure (XYZ):
```
49
C6H33NO9 (the ωB97M-V functional and the def2-TZVPD basis)
H -0.133 2.230 2.766
H 2.212 0.358 -2.134
H 2.901 -2.018 -3.168
H -0.357 -1.182 4.355
H 1.936 -0.189 -0.472
H 1.490 2.235 0.191
H 0.347 -2.300 -3.317
O -0.576 -1.111 3.412
C -2.874 -1.255 0.787
C -2.240 0.998 -0.198
H -1.864 -1.626 0.940
H -0.401 -0.191 3.155
H 1.739 2.700 -1.493
O 0.818 -2.449 -0.606
H 3.281 0.868 -0.842
H -1.125 3.081 0.985
H -0.292 -1.707 -2.096
H 2.149 -1.481 2.134
H -2.534 2.055 -0.183
H -0.504 4.447 1.360
H 1.870 0.638 2.554
C -2.947 0.256 0.928
C 1.385 1.895 -0.843
H -0.717 -0.236 -3.802
H -1.443 0.539 -4.918
H -2.580 0.609 -1.162
H -0.129 1.188 1.652
H 0.386 -3.327 -0.606
H -3.493 -1.779 1.519
O -0.979 3.672 1.713
H -2.494 0.534 1.878
H 1.092 -2.268 0.342
O 0.211 1.330 2.584
H -3.214 -1.602 -0.193
O -0.854 0.664 -4.175
H -0.174 1.118 -2.111
N -0.773 0.926 -0.081
O 2.709 0.132 2.483
C 2.240 0.657 -1.084
H -3.980 0.574 0.983
H -0.594 2.611 -1.317
C -0.092 1.658 -1.161
O 2.224 -2.684 -3.004
O 1.479 -2.190 1.953
O -0.470 -1.827 -3.036
H -0.475 -0.046 -0.091
H 0.705 -1.923 2.497
H 3.299 0.640 1.942
H 1.947 -2.545 -2.067
```

* E_HOMO: -0.358 Ha
* energy above the lowest of the compared OMol25 structures with the same formula, charge and spin: 0.0 kJ/mol
* SMILES: CCCNCCC.O.O.O.O.O.O.O.O.O
* Kohn-Sham gap: 10.071 eV

natural (NBO) atomic charge list, values in e, 8 entries:
1 H 0.52
2 H 0.21
3 H 0.47
4 H 0.48
5 H 0.21
6 H 0.19
7 H 0.51
8 O -0.98



# 8
Below is a cluster of 2 separate species, C3H7NO2 in total, with properties calculated with the ωB97M-V functional and the def2-TZVPD basis.

Structure (XYZ):
```
13
C3H7NO2 (the ωB97M-V functional and the def2-TZVPD basis)
C -0.466 -1.325 -1.409
H -0.360 2.259 2.603
H -0.144 -3.341 -2.260
C -0.163 1.608 1.690
H 0.202 0.616 -0.933
H -0.011 -0.356 0.328
O -0.997 0.755 1.399
H -1.439 -1.535 -0.987
H 1.120 -2.082 -2.504
H 1.368 -0.549 -0.667
N 0.368 -0.357 -0.660
C 0.160 -2.321 -2.046
O 0.956 1.877 1.204
```

* total charge: +1
* E_HOMO (spin up / spin down): -0.561 / -0.561 Ha
* energy above the lowest of the compared OMol25 structures with the same formula, charge and spin: 183.1 kJ/mol
* Kohn-Sham gap (spin up / spin down): 11.498 / 6.812 eV
* multiplicity: 2

natural (NBO) atomic charge list, values in e, 8 entries:
1 C -0.09
2 H 0.25
3 H 0.26
4 C 0.56
5 H 0.44
6 H 0.48
7 O -0.59
8 H 0.24



# 9
Below is a cluster of 2 separate species, C6H11N3 in total, with properties calculated with the ωB97M-V functional and the def2-TZVPD basis.

Structure (XYZ):
```
20
C6H11N3 (the ωB97M-V functional and the def2-TZVPD basis)
N -3.309 -0.083 -0.302
H 1.921 0.456 1.952
H 2.273 -0.903 -0.136
C 1.113 0.274 1.240
H -0.718 -0.302 -2.183
N -2.381 0.660 0.521
H 1.526 -1.847 1.161
C -0.157 -0.114 -1.275
C 0.187 1.122 -0.939
N -2.497 -0.510 0.818
H 0.569 2.320 0.782
H 1.995 1.749 -0.073
C 1.370 -1.017 0.468
H 0.186 0.168 1.807
C 0.999 1.453 0.274
C 0.182 -1.308 -0.445
H -0.696 -1.563 0.175
H -0.081 1.959 -1.572
H 0.383 -2.173 -1.081
H -2.865 -0.341 -1.193
```

* E_HOMO: -0.344 Ha
* energy above the lowest of the compared OMol25 structures with the same formula, charge and spin: 397.2 kJ/mol
* SMILES: C1=CCCCC1.N1=NN1
* Kohn-Sham gap: 9.830 eV

natural (NBO) atomic charge list, values in e, 8 entries:
1 N -0.42
2 H 0.21
3 H 0.20
4 C -0.39
5 H 0.20
6 N 0.06
7 H 0.21
8 C -0.22



Max |F| (eV/Å)
3.9 0.3 3.9 5.9 13.4 1.7 1.4 3.1 2.7
Electronic energy (a.u.)
-459.06602 -2728.97878 -284.27778 -1056.19462 -2865.32734 -272.89912 -980.36752 -323.36152 -399.34394